130
Properties=species:S:1:pos:R:3 method="wB97M-V/def2-TZVPD" homo_energy_ev=-8.9 smiles="COCCCCC1=C(CCC(F)(F)C(F)(F)C(F)(F)C(F)(F)C(F)(F)C(F)(F)C(F)(F)C(F)(F)F)C(=O)OC1=O.O=S1(=O)CCCC1.O=S1(=O)CCCC1.O=S1(=O)CCCC1.O=S1(=O)CCCC1.O=S1(=O)CCCC1" multiplicity=1 lumo_ev=-0.11 homo_lumo_gap_ev=8.8 max_force_ha_per_bohr=0.03985
C 0.1974 0.7357 0.6481
O -0.6527 1.8105 0.2614
C 0.0590 2.7558 -0.5382
C -0.8194 3.3201 -1.6484
C -1.8411 2.3376 -2.2287
C -1.3443 0.9266 -2.5734
C -0.4591 0.9002 -3.7767
C -0.4970 0.0129 -4.7779
C -1.2330 -1.2757 -4.8860
C -0.2889 -2.3174 -4.2363
C -0.5762 -3.7561 -4.6337
F -1.3734 -4.2955 -3.6495
F -1.3147 -3.8488 -5.7566
C 0.6345 -4.7236 -4.7004
F 0.9776 -5.0539 -3.4361
F 0.2448 -5.8680 -5.2959
C 1.9472 -4.2207 -5.3736
F 2.7265 -5.3159 -5.5781
F 2.6094 -3.4477 -4.4933
C 1.8127 -3.5539 -6.7536
F 1.4265 -2.2746 -6.6729
F 0.8287 -4.2261 -7.3955
C 3.0600 -3.6456 -7.7093
F 3.1165 -4.8631 -8.2583
F 2.7595 -2.7944 -8.7157
C 4.4323 -3.1578 -7.1493
F 4.1923 -2.1674 -6.2605
F 5.1082 -2.5930 -8.1768
C 5.3844 -4.1766 -6.4686
F 5.2913 -5.4166 -6.9696
F 5.1550 -4.2415 -5.1464
C 6.8886 -3.7446 -6.6244
F 7.0760 -2.4625 -6.3071
F 7.3609 -4.0323 -7.8413
F 7.5896 -4.4893 -5.7415
C 0.2991 0.5553 -5.9041
O 0.1453 0.3009 -7.0639
O 1.0428 1.6282 -5.4644
C 0.7303 1.7466 -4.1066
O 1.5171 2.2402 -3.3387
H 1.0629 1.1543 1.1376
H -0.3747 0.0591 1.2621
H 0.5260 0.1658 -0.2295
H 0.3302 3.5818 0.1200
H 0.9777 2.3168 -0.9135
H -0.2211 3.8024 -2.4125
H -1.3946 4.1323 -1.2037
H -2.2471 2.7866 -3.1333
H -2.6702 2.2546 -1.5354
H -0.9882 0.3876 -1.7051
H -2.2447 0.4208 -2.9143
H -2.1651 -1.2535 -4.3213
H -1.3393 -1.4807 -5.9450
H -0.4197 -2.2624 -3.1605
H 0.7444 -2.0322 -4.3860
O -5.5369 -0.6886 -1.9890
S -5.1595 -1.4979 -3.1167
O -3.9824 -1.1827 -3.9007
C -5.0821 -3.2084 -2.6031
C -6.4979 -3.7296 -2.8293
C -6.9394 -3.1670 -4.1874
C -6.5741 -1.6768 -4.2079
H -4.7558 -3.2587 -1.5671
H -4.3635 -3.7154 -3.2477
H -6.5273 -4.8175 -2.8126
H -7.1601 -3.3622 -2.0426
H -6.4080 -3.6876 -4.9863
H -8.0052 -3.3094 -4.3570
H -6.2987 -1.3324 -5.2014
H -7.3743 -1.0565 -3.8100
O 0.3928 0.5847 3.4843
S 1.2814 1.6404 3.8991
O 2.0628 2.3900 2.9443
C 0.3708 2.7700 4.9415
C 0.5269 2.1989 6.3492
C 1.9969 1.7780 6.4651
C 2.3569 1.0024 5.1906
H -0.6622 2.8219 4.6055
H 0.8434 3.7483 4.8548
H 0.2586 2.9228 7.1072
H -0.1183 1.3299 6.4742
H 2.6263 2.6674 6.5437
H 2.1722 1.1737 7.3539
H 3.3912 1.1544 4.8926
H 2.1530 -0.0614 5.2932
O 6.4827 -3.9126 -14.2484
S 7.3224 -2.9826 -13.5379
O 8.0092 -1.9195 -14.2249
C 6.3933 -2.3061 -12.1660
C 6.6526 -3.2770 -11.0186
C 8.1504 -3.6054 -11.0779
C 8.4951 -3.9125 -12.5410
H 5.3450 -2.2271 -12.4433
H 6.7991 -1.3185 -11.9494
H 6.3721 -2.8458 -10.0618
H 6.0681 -4.1889 -11.1630
H 8.7255 -2.7422 -10.7368
H 8.4059 -4.4438 -10.4317
H 9.5022 -3.5998 -12.8030
H 8.3622 -4.9668 -12.7747
O -2.6407 3.4577 7.8674
S -1.7527 3.2101 8.9747
O -0.7207 2.2036 8.9092
C -1.0193 4.7651 9.4763
C -1.9922 5.3235 10.5111
C -2.3895 4.1360 11.3931
C -2.7266 2.9639 10.4640
H -0.8952 5.4042 8.6047
H -0.0501 4.5430 9.9223
H -1.5400 6.1256 11.0915
H -2.8766 5.7259 10.0135
H -1.5491 3.8651 12.0381
H -3.2319 4.3809 12.0339
H -2.4632 2.0038 10.8998
H -3.7764 2.9663 10.1773
O -5.5035 3.7688 13.2715
S -4.8661 4.7578 14.1039
O -4.2102 5.9069 13.5300
C -6.0303 5.2997 15.3482
C -5.8236 4.3277 16.5057
C -4.3048 4.1538 16.6413
C -3.7427 3.9228 15.2324
H -7.0354 5.2803 14.9341
H -5.7597 6.3167 15.6299
H -6.2718 4.7026 17.4241
H -6.2871 3.3670 16.2722
H -3.8709 5.0603 17.0671
H -4.0504 3.3279 17.3033
H -2.7473 4.3425 15.1112
H -3.7349 2.8670 14.9687